{"formula": "C39H60CsN6O2PSbSe4", "method": "ωB97M-V with the def2-TZVPD basis set", "elements": ["Cs", "C", "N", "C", "C", "C", "C", "C", "C", "C", "N", "C", "C", "C", "C", "C", "C", "N", "C", "C", "H", "H", "H", "H", "H", "H", "H", "H", "H", "H", "H", "H", "H", "H", "H", "H", "H", "H", "H", "H", "O", "P", "C", "C", "C", "C", "C", "C", "C", "C", "C", "C", "C", "C", "C", "C", "C", "C", "C", "C", "H", "H", "H", "H", "H", "H", "H", "H", "H", "H", "H", "H", "H", "H", "H", "H", "H", "H", "H", "H", "H", "H", "H", "H", "H", "H", "H", "H", "H", "H", "H", "H", "H", "Se", "Sb", "Se", "Se", "Se", "C", "N", "C", "C", "C", "N", "C", "O", "N", "H", "H", "H", "H", "H", "H", "H"], "coordinates": [[0.53107, -0.04444, -1.77269], [3.17433, 0.19965, 0.76766], [2.53748, -0.90438, 1.45238], [2.96923, -2.19863, 0.97574], [2.51784, -0.79994, 2.88577], [3.69208, -0.92086, 3.61404], [3.70848, -0.84505, 5.00005], [2.50200, -0.63744, 5.66140], [1.32159, -0.50606, 4.95821], [1.27184, -0.56768, 3.53674], [0.17188, -0.24384, 2.82171], [-1.09265, -0.44082, 3.25462], [-1.48287, -1.55849, 4.03146], [-2.79315, -1.81165, 4.40565], [-3.79009, -0.92487, 4.03353], [-3.44823, 0.19657, 3.27692], [-2.14315, 0.46016, 2.84453], [-1.89921, 1.56763, 2.03238], [-0.65739, 2.31860, 2.01140], [-3.00093, 2.31057, 1.48010], [4.27777, 0.19447, 0.80973], [2.80884, 1.13535, 1.18732], [2.87859, 0.14417, -0.28224], [4.05612, -2.37178, 1.09652], [2.72125, -2.29172, -0.08563], [2.43927, -2.97549, 1.52872], [4.62455, -1.08578, 3.08112], [4.63847, -0.93797, 5.54782], [2.49228, -0.55616, 6.74374], [0.40006, -0.30421, 5.48953], [-0.69978, -2.25412, 4.30752], [-3.03628, -2.69278, 4.98950], [-4.81662, -1.07283, 4.34931], [-4.23483, 0.90068, 3.03649], [-0.79773, 3.30133, 2.48582], [-0.34080, 2.49441, 0.97823], [0.12289, 1.76822, 2.52269], [-3.76561, 1.64793, 1.06921], [-2.62158, 2.92981, 0.66586], [-3.48037, 2.97444, 2.21863], [1.25983, -2.42515, -1.99132], [1.31001, -3.86600, -2.39908], [0.85081, -3.96546, -4.17140], [-0.50551, -3.29218, -4.42827], [-0.56642, -2.83725, -5.89186], [0.11781, -3.85304, -6.82829], [0.09040, -5.25360, -6.21959], [0.92097, -5.30704, -4.92321], [0.28443, -4.84133, -1.23970], [-1.04209, -4.09030, -0.99206], [-2.05051, -5.01852, -0.32399], [-2.45906, -6.15561, -1.27488], [-1.30875, -6.54418, -2.22042], [0.04417, -6.33417, -1.54124], [3.03069, -4.47458, -2.20066], [3.34565, -5.93705, -2.59986], [4.71999, -6.06839, -3.26366], [5.77703, -5.27780, -2.49704], [5.43157, -3.77202, -2.43696], [3.99223, -3.48576, -2.87158], [1.61329, -3.28588, -4.57679], [-0.65519, -2.44291, -3.76234], [-1.30519, -4.01133, -4.22565], [-0.08431, -1.86154, -5.98594], [-1.60957, -2.70097, -6.18807], [1.15882, -3.56615, -7.00310], [-0.37172, -3.85712, -7.80341], [0.47973, -5.98646, -6.92885], [-0.94627, -5.53647, -6.01577], [1.95877, -5.53295, -5.17813], [0.55573, -6.12251, -4.29707], [0.88895, -4.74864, -0.32881], [-1.46098, -3.72243, -1.93335], [-0.85984, -3.21203, -0.37504], [-2.92785, -4.45111, -0.01173], [-1.60389, -5.42749, 0.58668], [-3.32360, -5.84776, -1.86862], [-2.76640, -7.02774, -0.69306], [-1.35417, -5.93693, -3.12877], [-1.41077, -7.58600, -2.53155], [0.84905, -6.75396, -2.14324], [0.04446, -6.88686, -0.59785], [3.17115, -4.35914, -1.11861], [2.59251, -6.33702, -3.27567], [3.32944, -6.56367, -1.70489], [4.67449, -5.71265, -4.29711], [4.99748, -7.12375, -3.30701], [6.75282, -5.42266, -2.96361], [5.85077, -5.68569, -1.48522], [6.11340, -3.19981, -3.06895], [5.56561, -3.40501, -1.41729], [3.90618, -3.55844, -3.96047], [3.72049, -2.46687, -2.59497], [-1.45265, 2.63516, -5.14064], [0.01746, 4.07100, -3.70961], [-0.65460, 6.39756, -4.05040], [2.40430, 3.84068, -4.43456], [-0.11237, 3.19959, -1.40820], [-3.79237, -0.45737, -4.28131], [-3.85204, -0.94990, -2.91249], [-4.99905, -1.38462, -2.34818], [-5.05191, -1.78160, -1.05755], [-3.83549, -1.68222, -0.30982], [-2.70676, -1.29243, -0.87183], [-2.65293, -0.96511, -2.17212], [-1.60338, -0.69024, -2.75378], [-3.78744, -2.01973, 0.98508], [-4.75759, -0.61095, -4.75835], [-3.01216, -0.98121, -4.83043], [-3.53902, 0.60284, -4.28905], [-5.87087, -1.40060, -2.98912], [-5.96802, -2.14104, -0.61503], [-4.63143, -2.14605, 1.51460], [-2.95089, -1.78128, 1.50800]], "forces_ev_per_a": [[1.6, 1.9, 1.4], [-0.2, -0.2, 0.0], [0.1, -0.1, 0.1], [0.0, 0.1, -0.1], [-0.1, 0.0, 0.0], [-0.1, 0.0, 0.0], [0.1, 0.0, 0.1], [0.0, 0.0, 0.0], [0.1, -0.1, 0.0], [-0.2, 0.4, 0.1], [0.2, -0.4, -0.4], [0.1, -0.1, 0.1], [0.1, 0.1, -0.2], [-0.2, 0.0, 0.0], [0.0, -0.1, 0.1], [0.1, 0.2, -0.1], [-0.2, 0.2, 0.2], [0.1, -0.3, -0.4], [0.0, 0.1, 0.3], [0.0, -0.1, 0.0], [0.0, 0.0, 0.1], [0.0, 0.0, -0.1], [0.3, 0.2, 0.0], [0.0, 0.0, 0.0], [0.0, 0.0, 0.0], [0.0, 0.0, 0.0], [0.0, 0.0, 0.0], [0.0, 0.0, 0.0], [0.0, 0.0, 0.0], [0.0, 0.0, 0.0], [0.0, 0.0, 0.0], [0.0, 0.0, 0.0], [0.0, 0.0, 0.0], [0.0, 0.0, 0.0], [0.0, 0.0, 0.0], [0.0, 0.0, 0.1], [0.0, 0.0, 0.0], [0.0, 0.0, 0.0], [0.0, 0.0, 0.0], [0.0, 0.0, 0.0], [0.4, -1.5, -0.3], [0.3, -0.5, 0.1], [-0.1, 0.0, 0.3], [0.1, 0.1, 0.0], [0.0, -0.1, 0.0], [-0.1, 0.0, 0.0], [0.1, 0.0, 0.0], [0.0, 0.0, -0.1], [0.0, 0.1, -0.2], [0.0, 0.0, 0.1], [0.0, 0.0, -0.1], [0.1, 0.0, 0.0], [0.0, 0.0, 0.1], [-0.1, 0.1, -0.1], [-0.2, 0.1, -0.1], [0.0, 0.0, 0.0], [0.0, 0.0, 0.1], [0.0, 0.0, -0.1], [0.0, -0.1, 0.0], [0.1, 0.0, 0.1], [0.0, 0.0, -0.1], [0.0, 0.0, -0.1], [0.0, 0.0, 0.0], [0.0, 0.0, 0.0], [0.0, 0.0, 0.0], [0.0, 0.0, 0.0], [0.0, 0.0, 0.0], [0.0, 0.0, 0.0], [0.0, 0.0, 0.0], [0.0, 0.0, 0.0], [0.0, 0.0, 0.0], [0.0, -0.1, 0.0], [0.0, 0.0, 0.0], [0.0, 0.0, -0.1], [0.0, 0.0, 0.0], [0.0, 0.0, 0.0], [0.0, 0.0, 0.0], [0.0, 0.0, 0.0], [0.0, 0.0, 0.0], [0.0, 0.0, -0.1], [0.0, -0.1, 0.0], [0.0, 0.0, 0.0], [0.0, 0.0, 0.0], [0.0, 0.0, 0.0], [-0.1, 0.0, 0.0], [0.0, 0.0, 0.0], [0.0, 0.0, 0.0], [0.0, 0.0, 0.1], [0.0, 0.0, 0.0], [0.0, 0.0, 0.0], [0.0, 0.0, 0.0], [0.0, 0.0, 0.0], [0.0, 0.0, 0.0], [0.0, -0.1, -0.1], [-0.4, 1.0, 1.1], [0.2, -0.8, -0.2], [0.1, -0.1, 0.0], [0.0, 0.7, -0.9], [0.1, 0.0, 0.0], [0.2, 0.0, 0.0], [-0.1, 0.0, 0.2], [-0.1, 0.0, -0.1], [0.1, 0.0, 0.2], [0.3, 0.0, 0.0], [-0.5, -0.2, 0.0], [-2.1, -0.5, -1.1], [0.0, 0.0, -0.2], [0.0, 0.0, 0.0], [0.0, 0.0, 0.0], [0.0, 0.0, 0.0], [0.0, 0.0, 0.0], [0.0, 0.0, 0.0], [0.0, 0.1, 0.1], [-0.1, 0.1, 0.1]], "mulliken_charge": [1.3879, -1.0191, 1.1286, -0.9065, -0.3472, 0.0572, -0.9213, -0.7336, -0.2719, -0.2082, -0.5417, 0.4438, -0.0060, -0.8138, -1.0716, -0.2627, -0.0811, 0.6259, -0.0108, -1.2607, 0.2826, 0.2514, 0.1066, 0.2605, 0.2678, 0.2905, 0.3037, 0.3610, 0.3687, 0.4048, 0.4540, 0.3459, 0.4184, 0.4010, 0.3172, -0.5425, 0.0284, 0.2832, 0.3136, 0.3120, -0.7283, -0.9981, 1.1518, -0.7679, -0.9030, -0.7855, -0.8986, -0.6617, 0.4631, -0.5263, -0.9109, -1.2033, -0.3157, -1.1866, 1.1274, -0.8062, -1.0105, -0.7174, -0.7687, -1.1572, 0.5569, 0.0449, 0.1732, 0.2621, 0.4509, 0.3171, 0.4881, 0.5368, 0.2607, 0.2391, 0.0654, 0.6901, -0.4706, 0.8251, 0.3239, 0.3764, 0.3350, 0.3872, -0.2017, 0.6308, 0.3390, 0.6282, 0.6333, 0.2344, 0.2402, 0.2748, 0.5465, 0.4055, 0.3498, 0.4573, 0.2056, 0.2852, 0.3040, -0.2641, 0.8084, -0.5660, -0.3136, -0.4088, -0.5601, 0.2406, -0.0720, -1.2928, 0.7954, 0.1907, -0.4494, -0.7208, 0.0124, 0.3132, 0.0529, 0.1452, 0.3682, 0.4691, 0.3191, -0.0753], "charge": -1, "e_above_lowest_kcal_mol": 23.8, "lumo_energy_ev": [-0.1, 0.0]}